{
  "formula": "C23H25NO8",
  "method": "wB97M-V/def2-TZVPD",
  "mol_weight_da": 443.45,
  "smiles": "CCOC(=O)c1c(C)[nH]c(C(=O)COC(=O)CCC(=O)c2ccc3c(c2)OCCO3)c1C",
  "de_lowest_kcal_mol": 465.1,
  "total_charge": 0,
  "elements": ["C", "C", "H", "H", "O", "C", "O", "C", "C", "N", "C", "C", "C", "H", "H", "H", "C", "O", "C", "H", "H", "O", "C", "O", "C", "C", "C", "O", "C", "C", "C", "C", "C", "C", "H", "H", "O", "C", "C", "H", "O", "H", "H", "H", "H", "H", "H", "H", "H", "H", "C", "H", "H", "H", "H", "H", "H"],
  "xyz": [[-2.68, -4.42, 1.90], [-3.51, -3.99, 0.68], [-3.33, -4.50, -0.23], [-4.66, -4.08, 0.96], [-3.44, -2.79, 0.20], [-2.51, -2.42, -0.45], [-1.85, -3.32, -0.82], [-2.34, -0.88, -0.86], [-3.00, 0.16, -0.12], [-2.50, 1.25, -0.54], [-1.70, 1.29, -1.54], [-1.60, -0.20, -1.82], [-0.61, -1.15, -2.83], [-0.61, -1.95, -2.52], [-1.01, -0.77, -3.85], [0.30, -0.60, -2.54], [-0.93, 1.95, -2.24], [-0.27, 1.85, -3.16], [-1.05, 3.67, -1.87], [-2.24, 3.85, -1.51], [-0.78, 4.23, -2.64], [-0.52, 3.87, -0.45], [-1.04, 3.99, 0.61], [-2.30, 3.91, 0.85], [-0.05, 4.21, 1.45], [1.24, 3.13, 1.48], [0.67, 1.51, 1.24], [-0.48, 1.59, 1.33], [1.56, 0.65, 0.92], [3.05, 0.90, 0.81], [3.89, 0.07, 0.23], [3.35, -1.30, -0.28], [2.04, -1.50, -0.03], [1.14, -0.70, 0.41], [0.07, -0.83, 0.51], [1.69, -2.29, -0.33], [4.21, -2.24, -0.85], [5.47, -1.76, -0.75], [6.01, -0.86, 0.11], [6.92, -0.41, -0.05], [5.30, 0.16, 0.42], [5.92, -1.41, 1.27], [5.99, -2.71, -1.14], [5.38, -1.34, -1.92], [3.34, 1.93, 0.97], [1.90, 3.37, 0.62], [1.88, 3.01, 2.42], [0.42, 4.94, 1.75], [-0.54, 3.91, 2.52], [-2.89, 2.26, -0.07], [-3.86, 0.13, 1.07], [-4.04, 1.13, 1.44], [-4.64, -0.31, 0.72], [-3.40, -0.61, 2.02], [-2.76, -3.85, 2.80], [-2.91, -5.35, 2.29], [-1.72, -4.41, 1.42]]
}